{
  "formula": "C43H112FNO19Sr2",
  "method": "ωB97M-V/def2-TZVPD",
  "elements": ["Sr", "Sr", "C", "C", "C", "C", "C", "C", "N", "O", "C", "C", "C", "H", "H", "H", "H", "H", "H", "H", "H", "H", "H", "H", "H", "H", "H", "H", "H", "H", "H", "F", "C", "C", "C", "O", "H", "H", "H", "H", "H", "H", "H", "H", "C", "C", "C", "O", "H", "H", "H", "H", "H", "H", "H", "H", "C", "C", "C", "O", "H", "H", "H", "H", "H", "H", "H", "H", "C", "C", "C", "O", "H", "H", "H", "H", "H", "H", "H", "H", "C", "C", "C", "O", "H", "H", "H", "H", "H", "H", "H", "H", "C", "C", "C", "O", "H", "H", "H", "H", "H", "H", "H", "H", "C", "C", "C", "O", "H", "H", "H", "H", "H", "H", "H", "H", "C", "C", "C", "O", "H", "H", "H", "H", "H", "H", "H", "H", "C", "C", "O", "O", "H", "H", "H", "H", "H", "H", "C", "C", "O", "O", "H", "H", "H", "H", "H", "H", "C", "C", "O", "O", "H", "H", "H", "H", "H", "H", "C", "C", "O", "O", "H", "H", "H", "H", "H", "H", "C", "C", "O", "O", "H", "H", "H", "H", "H", "H"],
  "positions_angstrom": [[-6.663, -13.500, 11.923], [-12.490, -14.080, 11.848], [-8.554, -10.942, 7.408], [-10.069, -11.175, 7.586], [-10.896, -10.469, 6.391], [-11.056, -11.251, 5.040], [-11.463, -12.702, 5.353], [-10.548, -13.432, 6.290], [-10.422, -12.683, 7.623], [-9.891, -13.452, 8.673], [-9.202, -13.662, 5.470], [-11.248, -14.734, 6.431], [-10.448, -10.449, 8.866], [-8.234, -11.086, 6.376], [-7.867, -11.440, 8.093], [-8.348, -9.873, 7.465], [-10.552, -9.478, 6.092], [-11.894, -10.250, 6.770], [-10.130, -11.163, 4.471], [-11.784, -10.726, 4.420], [-11.541, -13.117, 4.348], [-12.441, -12.733, 5.833], [-8.849, -12.828, 4.863], [-9.388, -14.490, 4.786], [-8.400, -13.869, 6.178], [-11.699, -15.194, 5.552], [-12.075, -14.707, 7.140], [-10.616, -15.453, 6.952], [-10.135, -11.084, 9.695], [-11.516, -10.381, 9.076], [-10.041, -9.443, 8.963], [-9.823, -12.851, 13.568], [-6.114, -19.156, 3.505], [-6.123, -20.454, 4.094], [-7.238, -21.431, 3.589], [-4.854, -21.000, 3.970], [-7.109, -18.712, 3.537], [-5.839, -19.177, 2.451], [-5.541, -18.431, 4.084], [-6.241, -20.357, 5.173], [-8.226, -20.992, 3.730], [-7.103, -22.316, 4.210], [-7.257, -21.815, 2.569], [-4.207, -20.445, 4.413], [-16.153, -12.206, 1.413], [-17.337, -11.547, 0.639], [-17.266, -11.858, -0.816], [-18.640, -12.016, 1.094], [-16.326, -13.282, 1.365], [-16.079, -11.929, 2.465], [-15.182, -12.058, 0.942], [-17.354, -10.497, 0.931], [-18.101, -11.420, -1.364], [-16.974, -12.873, -1.083], [-16.444, -11.292, -1.255], [-18.967, -12.531, 0.352], [-7.407, -4.811, 1.789], [-7.685, -6.278, 1.572], [-6.671, -7.234, 2.317], [-8.954, -6.381, 2.246], [-6.417, -4.503, 1.454], [-7.374, -4.639, 2.865], [-8.112, -4.248, 1.178], [-8.001, -6.606, 0.582], [-6.717, -8.246, 1.916], [-6.890, -7.158, 3.382], [-5.633, -6.964, 2.122], [-9.372, -5.517, 2.241], [-10.233, -17.008, -0.566], [-10.650, -18.294, 0.083], [-10.058, -19.446, -0.677], [-10.352, -18.225, 1.407], [-10.879, -16.183, -0.265], [-10.268, -16.966, -1.654], [-9.220, -16.686, -0.325], [-11.707, -18.222, -0.175], [-9.103, -19.714, -0.226], [-9.871, -19.407, -1.750], [-10.785, -20.250, -0.567], [-10.589, -17.340, 1.695], [-16.891, -19.755, 4.309], [-17.017, -18.444, 5.072], [-17.773, -17.272, 4.341], [-17.635, -18.623, 6.282], [-16.656, -19.575, 3.259], [-17.792, -20.366, 4.363], [-16.041, -20.316, 4.698], [-16.039, -18.025, 5.308], [-17.606, -16.318, 4.841], [-18.841, -17.488, 4.315], [-17.402, -17.164, 3.322], [-16.984, -19.051, 6.843], [-12.110, -21.561, 7.289], [-11.230, -22.728, 7.437], [-11.007, -23.184, 8.914], [-11.638, -23.819, 6.640], [-12.236, -21.314, 6.235], [-11.684, -20.692, 7.791], [-13.132, -21.638, 7.660], [-10.230, -22.452, 7.103], [-10.401, -24.089, 8.963], [-11.919, -23.453, 9.446], [-10.584, -22.491, 9.642], [-11.544, -24.613, 7.172], [-4.590, -2.509, 6.424], [-4.256, -3.600, 7.451], [-4.841, -4.986, 6.983], [-2.917, -3.773, 7.525], [-3.918, -1.653, 6.493], [-5.624, -2.168, 6.385], [-4.295, -2.938, 5.467], [-4.602, -3.462, 8.476], [-4.536, -5.767, 7.680], [-4.504, -5.171, 5.963], [-5.919, -5.150, 6.996], [-2.731, -4.506, 6.934], [-13.120, -3.869, 7.556], [-12.314, -4.784, 8.354], [-10.823, -4.477, 8.404], [-12.812, -4.900, 9.682], [-14.197, -3.928, 7.711], [-13.006, -4.216, 6.529], [-12.883, -2.805, 7.584], [-12.348, -5.824, 8.029], [-10.703, -3.517, 8.907], [-10.469, -4.458, 7.374], [-10.205, -5.160, 8.986], [-12.604, -4.055, 10.087], [-2.550, -12.641, 6.954], [-3.414, -12.647, 5.674], [-3.628, -14.020, 5.457], [-3.307, -12.688, 8.151], [-1.982, -11.712, 7.014], [-1.827, -13.445, 6.814], [-2.938, -12.242, 4.781], [-4.357, -12.108, 5.765], [-4.269, -14.298, 4.798], [-2.737, -13.222, 8.708], [-12.250, -9.139, 14.717], [-13.658, -9.818, 14.513], [-13.802, -10.523, 13.246], [-11.295, -9.951, 15.429], [-12.370, -8.242, 15.325], [-11.881, -8.884, 13.723], [-14.463, -9.086, 14.578], [-13.803, -10.468, 15.376], [-14.200, -9.854, 12.684], [-11.017, -10.676, 14.865], [-15.709, -13.352, 8.715], [-16.289, -13.990, 9.955], [-15.480, -15.104, 10.478], [-14.496, -12.918, 9.189], [-16.391, -12.506, 8.628], [-15.708, -14.106, 7.928], [-17.224, -14.532, 9.817], [-16.638, -13.201, 10.621], [-16.051, -15.866, 10.604], [-13.850, -12.845, 8.483], [-4.243, -7.518, 12.984], [-5.533, -8.251, 12.391], [-5.218, -9.525, 11.785], [-3.077, -8.193, 12.537], [-4.133, -7.673, 14.058], [-4.087, -6.456, 12.793], [-5.742, -7.648, 11.507], [-6.441, -8.255, 12.994], [-4.316, -9.363, 11.500], [-2.423, -7.572, 12.209], [-6.145, -18.019, 11.716], [-5.989, -17.778, 10.150], [-5.820, -16.448, 9.891], [-6.856, -17.133, 12.375], [-5.142, -18.036, 12.144], [-6.510, -19.023, 11.930], [-6.816, -18.261, 9.629], [-5.180, -18.251, 9.594], [-5.253, -16.354, 9.122], [-7.733, -17.524, 12.376]],
  "total_charge": 2,
  "orbital_gap_ha": 0.1003
}